No. 1
Density functional theory data (the ωB97M-V functional and the def2-TZVPD basis) for a molecular structure, C46H51AsN5O2STi in a non-equilibrium geometry.

```
! RIJCOSX wB97M-V def2-TZVPD def2/J DEFGRID3
* xyz 0 2
Ti -0.300 -0.200 -0.618
C 2.489 -4.130 -5.665
C 2.162 -3.047 -4.669
C 2.146 -1.714 -5.037
C 1.790 -0.671 -4.145
C 1.673 0.641 -4.630
N 1.358 1.734 -3.877
C 0.744 2.915 -4.430
C -0.786 2.804 -4.547
C -1.518 2.621 -3.208
N -1.586 3.863 -2.446
C -0.649 4.438 -1.735
C 0.499 3.908 -1.114
C 1.545 4.839 -0.913
C 2.768 4.479 -0.412
C 3.889 5.474 -0.273
C 2.909 3.161 0.029
C 1.882 2.230 -0.019
C 2.037 1.063 0.831
N 1.194 0.131 1.027
C 1.415 -0.676 2.217
C 1.562 -2.166 1.931
C 0.376 -2.673 1.116
N 0.440 -2.119 -0.234
C 1.088 -2.809 -1.107
C 1.439 -2.392 -2.434
C 1.827 -3.378 -3.365
C 1.443 -1.022 -2.785
O 1.162 -0.098 -1.908
C 0.642 2.553 -0.645
O -0.336 1.736 -0.727
H 2.997 -3.723 -6.539
H 1.572 -4.618 -6.004
H 3.123 -4.897 -5.220
H 2.395 -1.440 -6.058
H 1.843 0.824 -5.686
H 1.162 1.514 -2.910
H 1.160 3.098 -5.423
H 1.010 3.764 -3.800
H -1.022 1.940 -5.171
H -1.166 3.694 -5.062
H -1.065 1.835 -2.611
H -2.547 2.316 -3.396
H -2.343 4.477 -2.712
H -0.780 5.513 -1.640
H 1.377 5.868 -1.213
H 3.788 6.278 -1.000
H 4.855 4.993 -0.422
H 3.891 5.924 0.723
H 3.845 2.865 0.492
H 2.918 1.113 1.479
H 0.543 -0.515 2.859
H 2.294 -0.318 2.763
H 1.607 -2.702 2.881
H 2.489 -2.359 1.384
H -0.537 -2.335 1.609
H 0.369 -3.767 1.087
H 1.412 -3.818 -0.833
H 1.823 -4.419 -3.060
S -0.742 2.184 2.591
C -1.990 1.391 3.496
C -2.209 1.740 4.839
C -3.206 1.141 5.582
C -4.000 0.155 5.014
C -3.790 -0.217 3.696
C -2.811 0.390 2.916
As -2.488 -0.020 0.997
C -3.659 1.389 0.278
C -4.928 1.127 -0.233
C -5.744 2.156 -0.684
C -5.311 3.471 -0.619
C -4.044 3.743 -0.122
C -3.220 2.712 0.305
C -3.659 -1.622 0.876
C -2.995 -2.777 0.467
C -3.620 -4.014 0.426
C -4.955 -4.121 0.784
C -5.647 -2.979 1.158
C -5.008 -1.748 1.210
H -1.572 2.502 5.269
H -3.371 1.444 6.610
H -4.780 -0.325 5.593
H -4.402 -1.009 3.287
H -5.286 0.109 -0.304
H -6.724 1.925 -1.083
H -5.962 4.276 -0.939
H -3.693 4.767 -0.051
H -2.236 2.937 0.695
H -1.979 -2.679 0.121
H -3.066 -4.891 0.110
H -5.453 -5.082 0.762
H -6.697 -3.049 1.415
H -5.584 -0.882 1.512
C -2.102 -2.688 -3.041
C -2.340 -1.181 -2.796
C -2.058 -0.463 -4.132
C -3.828 -0.955 -2.462
N -1.500 -0.667 -1.748
H -2.940 -3.122 -3.589
H -1.998 -3.223 -2.101
H -1.192 -2.835 -3.625
H -2.468 -1.044 -4.960
H -0.986 -0.354 -4.278
H -2.534 0.518 -4.135
H -4.456 -1.283 -3.293
H -4.007 0.107 -2.280
H -4.102 -1.510 -1.566
*
```

Output
Total energy   -154865.5623 eV
Orbital gap (alpha / beta)   4.383 / 4.674 eV
Highest occupied orbital energy (alpha / beta)   -5.52 / -5.81 eV
<S²>   0.79
ΔE to the lowest compared entry with this formula, charge and spin   1.6596 eV

***

No. 2
Density functional theory data (the ωB97M-V functional and the def2-TZVPD basis) for 7 unconnected molecules or ions with the total composition C46H51F6NO3Si in a non-equilibrium geometry.

```
! RIJCOSX wB97M-V def2-TZVPD def2/J DEFGRID3
* xyz 0 1
H -10.189 2.537 -1.054
N -10.298 3.180 -0.249
C -9.478 4.177 -0.437
C -9.410 5.297 0.674
C -8.535 4.243 -1.728
Si -7.344 2.719 -1.556
O -7.202 2.452 0.135
C -5.712 3.106 -2.457
C -4.524 3.610 -1.541
O -4.295 2.829 -0.360
C -3.216 1.904 -0.516
C -3.469 0.810 -1.658
C -8.192 1.289 -2.512
C -8.450 0.012 -1.447
C -9.555 -1.109 -1.978
O -8.011 -1.316 -1.921
H -9.347 6.330 0.220
H -10.305 5.235 1.359
H -8.464 5.141 1.283
H -9.171 4.144 -2.648
H -7.914 5.188 -1.709
H -6.602 1.702 0.280
H -5.941 3.951 -3.187
H -5.436 2.222 -3.116
H -4.618 4.720 -1.323
H -3.574 3.524 -2.168
H -3.164 1.316 0.454
H -2.199 2.397 -0.616
H -4.564 0.559 -1.653
H -2.865 -0.116 -1.470
H -3.168 1.261 -2.645
H -9.200 1.537 -2.941
H -7.519 0.805 -3.274
H -8.432 0.251 -0.310
H -9.896 -0.459 -2.819
H -10.054 -1.174 -0.979
F -0.748 -0.766 -0.580
C -0.178 -1.923 -0.964
C 1.001 -1.890 -1.688
C 1.593 -3.085 -2.082
C 0.992 -4.297 -1.756
C -0.196 -4.316 -1.032
C -0.783 -3.122 -0.629
H 1.450 -0.937 -1.939
H 2.520 -3.072 -2.642
H 1.451 -5.228 -2.067
H -0.665 -5.260 -0.782
H -1.703 -3.118 -0.057
F 4.124 -1.163 -1.532
C 4.354 -0.744 -0.275
C 3.563 -1.222 0.757
C 3.805 -0.791 2.056
C 4.828 0.119 2.307
C 5.612 0.594 1.261
C 5.378 0.157 -0.038
H 2.766 -1.924 0.542
H 3.198 -1.164 2.873
H 5.014 0.457 3.320
H 6.406 1.306 1.456
H 5.985 0.510 -0.863
F 4.057 -2.999 4.909
C 5.072 -3.821 4.585
C 5.149 -5.070 5.177
C 6.196 -5.920 4.839
C 7.157 -5.507 3.921
C 7.070 -4.248 3.337
C 6.019 -3.401 3.667
H 4.396 -5.370 5.896
H 6.262 -6.903 5.290
H 7.975 -6.170 3.660
H 7.819 -3.924 2.626
H 5.932 -2.421 3.215
F 9.357 -2.980 1.443
C 9.657 -2.170 0.413
C 8.915 -2.254 -0.753
C 9.221 -1.413 -1.817
C 10.271 -0.506 -1.706
C 11.011 -0.436 -0.530
C 10.700 -1.268 0.538
H 8.107 -2.971 -0.825
H 8.642 -1.465 -2.732
H 10.511 0.146 -2.538
H 11.831 0.268 -0.446
H 11.260 -1.221 1.464
F -10.995 8.114 0.719
C -10.754 8.542 1.969
C -11.545 8.082 3.009
C -11.292 8.522 4.303
C -10.259 9.423 4.541
C -9.476 9.881 3.487
C -9.720 9.434 2.194
H -12.349 7.386 2.803
H -11.899 8.162 5.125
H -10.066 9.769 5.550
H -8.674 10.587 3.673
H -9.114 9.774 1.363
F 8.161 -5.009 -2.731
C 9.251 -5.797 -2.705
C 10.431 -5.305 -2.174
C 11.556 -6.121 -2.143
C 11.489 -7.415 -2.652
C 10.299 -7.894 -3.187
C 9.170 -7.083 -3.209
H 10.465 -4.293 -1.790
H 12.483 -5.749 -1.723
H 12.368 -8.049 -2.631
H 10.249 -8.900 -3.587
H 8.232 -7.443 -3.614
*
```

Output
Total energy   -80340.8609 eV
SMILES string   [H]/N=C(/C)C[Si@](O)(CCOCC)C[C@H]1CO1.Fc1ccccc1.Fc1ccccc1.Fc1ccccc1.Fc1ccccc1.Fc1ccccc1.Fc1ccccc1
Orbital gap   9.803 eV
Highest occupied orbital energy   -9.15 eV